This record from the OMol25 dataset describes 12 unconnected molecules or ions with the total composition C58H152N12O17. The level of theory is the ωB97M-V functional and the def2-TZVPD basis.

HOMO: -8.521 eV
Orbital gap: 9.05 eV
Calculated total energy: -115288.92572 eV
Structure (SMILES): COC[C@H](C)N.COC[C@H](C)N.COC[C@H](C)N.COC[C@H](C)N.COC[C@H](C)N.COC[C@H](C)N.COC[C@H](C)N.COCCNCCOC.COCCNCCOC.COCCNCCOC.COCCNCCOC.COCCNCCOC

Element x y z (Å)
C  -28.4266  15.4723  -16.0426
O  -30.2778  11.1266  -6.3585
H  -28.4409  16.9184  -12.5403
H  -27.3533  9.8813  -12.1197
H  -28.9633  5.5991  -16.2678
H  -33.0524  11.9858  -10.0069
H  -31.2136  5.0552  -9.0326
H  -28.6157  9.9613  -10.9201
C  -31.9408  6.3327  -6.7107
H  -27.8205  15.2737  -15.1475
H  -36.1714  10.2518  -9.1389
N  -36.1835  11.2496  -8.9533
O  -27.1891  15.2522  -12.6716
H  -25.3129  9.5183  -8.2906
N  -29.9828  13.6974  -15.4569
C  -25.1975  11.3557  -16.9528
C  -31.3051  17.0480  -7.2100
O  -22.0861  4.3452  -10.3136
H  -23.6501  10.5242  -4.0410
H  -30.7429  14.4371  -10.6794
C  -24.2892  11.8871  -15.9007
C  -30.1014  7.6450  -12.0159
H  -22.7402  2.5796  -9.4150
H  -31.5126  18.0255  -7.6350
C  -26.3721  9.3751  -8.0515
H  -27.0493  8.6598  -15.4168
C  -33.4895  18.0160  -11.1360
H  -25.2764  8.9188  -5.9015
H  -33.7993  15.8998  -12.7482
H  -32.0660  17.6371  -12.7052
H  -31.9164  13.7529  -14.8133
H  -31.6725  16.8794  -6.1976
H  -29.5968  15.8155  -6.6712
O  -34.5061  18.2678  -12.1177
N  -31.0380  8.4784  -7.2492
H  -20.3098  4.1920  -9.2465
N  -21.8489  7.1647  -8.7546
H  -21.6193  7.2221  -7.7735
H  -30.9971  18.0404  -10.5860
H  -27.6004  7.4478  -17.4942
C  -27.9820  8.9003  -15.9164
H  -21.6821  4.4607  -8.2401
H  -33.2912  4.5352  -5.4552
H  -29.3372  10.8015  -13.2104
H  -31.4196  2.5232  -11.5473
H  -26.6817  7.6303  -11.6645
C  -27.9942  10.5810  -11.5727
C  -27.6557  17.0971  -8.3342
H  -21.2398  2.4742  -10.2105
C  -28.5088  6.4591  -15.7848
H  -23.2504  12.8410  -6.0262
H  -26.2212  11.5123  -16.6218
H  -24.5525  12.9351  -15.7562
H  -33.9832  9.7805  -8.3500
H  -27.4339  11.2206  -10.8944
H  -23.7096  6.0497  -8.7372
C  -23.0556  12.2984  -5.1132
C  -21.2575  4.7409  -9.2123
H  -28.4559  12.8768  -13.8694
H  -29.2190  15.2868  -12.8703
H  -23.4574  11.7933  -11.5736
H  -26.8933  8.4882  -5.4277
H  -28.6580  15.8345  -11.2503
C  -32.9484  15.7882  -12.0816
H  -29.2569  11.1724  -8.1228
H  -22.9850  14.5736  -11.4668
O  -30.6009  6.3397  -12.0194
C  -23.2775  7.0223  -8.9563
H  -29.0244  9.0568  -7.1380
H  -33.3732  15.4241  -6.6577
O  -29.3873  12.8896  -10.6660
C  -28.8190  11.4715  -12.5103
H  -25.5202  14.2724  -13.9367
C  -30.7116  7.0935  -7.0375
H  -23.8350  7.6289  -8.2658
O  -32.5592  11.1109  -15.5458
C  -20.7361  12.8537  -5.0494
H  -25.7164  9.7967  -3.6427
H  -24.2794  10.1379  -14.6953
H  -25.8335  16.8016  -12.4042
N  -31.6223  4.5940  -9.8513
H  -33.1615  3.8814  -7.0652
H  -25.6381  11.8961  -5.6166
H  -34.8306  12.6850  -8.6791
C  -29.7500  5.5475  -11.2411
H  -19.9555  6.4599  -8.9640
H  -23.0835  6.7211  -11.0828
C  -32.4148  17.1822  -11.7840
N  -22.8983  11.7977  -16.3150
C  -33.2466  15.7988  -7.6691
C  -23.5916  7.4070  -10.4105
N  -29.0839  17.0934  -8.3376
H  -29.4153  17.5348  -6.3718
H  -22.2988  12.1826  -15.5710
H  -25.8767  15.9335  -8.3982
C  -29.9195  9.2516  -7.7259
H  -33.6318  15.0721  -8.3867
C  -26.5132  13.9851  -6.9437
H  -20.8863  13.4047  -4.1147
H  -29.3935  6.1826  -10.4304
C  -20.9355  6.2362  -9.3977
N  -25.3095  11.4718  -4.7575
H  -33.9056  16.6738  -7.7704
H  -29.9838  7.0185  -6.2226
C  -29.8749  15.1155  -15.8053
C  -24.9401  14.8270  -12.1777
H  -32.2049  3.1389  -5.7944
H  -35.0589  12.6193  -13.1407
H  -33.2088  15.2600  -11.1670
C  -30.5301  4.2886  -10.7184
O  -31.5154  5.0044  -6.3355
H  -27.5711  4.1091  -15.3849
H  -36.6630  11.8221  -9.6609
H  -31.0922  11.0061  -8.2283
H  -33.9772  17.4162  -10.3595
H  -32.4674  9.7116  -14.0906
H  -23.3137  8.4553  -10.5346
H  -25.1223  7.5836  -12.5286
H  -27.1811  10.7021  -4.3041
H  -28.9113  5.2250  -11.8375
H  -25.0999  10.2856  -17.1309
H  -36.2793  19.2797  -12.3333
N  -27.9264  12.2507  -13.2560
C  -25.6030  7.8352  -11.5697
H  -26.3994  15.8671  -17.6065
H  -29.5872  8.8501  -17.7732
C  -27.2266  4.9046  -14.7233
H  -31.7051  13.2394  -16.5304
C  -32.6094  9.7924  -15.1728
H  -25.6896  11.2505  -14.4085
H  -23.0775  12.9114  -4.2160
H  -29.0492  7.6292  -12.3050
H  -27.8188  4.9712  -13.8126
H  -26.8966  13.2668  -7.6736
H  -29.4674  16.6703  -9.1764
H  -30.5456  12.8093  -12.3438
C  -30.3447  12.5164  -6.2285
N  -24.6745  14.7249  -13.5877
H  -23.7861  10.1402  -12.2647
H  -27.0252  9.9036  -8.7560
C  -22.2158  2.9289  -10.3200
H  -29.7957  3.7514  -10.1039
H  -29.5186  13.0812  -16.0996
C  -34.0079  11.5125  -10.2234
H  -33.0549  11.0104  -7.6251
C  -31.3128  13.1658  -15.5089
H  -25.1439  11.1614  -12.1028
C  -28.4504  15.8368  -12.3284
H  -24.0120  13.9554  -13.7001
H  -31.1992  11.5215  -14.0596
C  -24.0603  11.1923  -12.2623
N  -31.2631  17.1058  -10.8988
H  -28.3872  16.5282  -16.3137
H  -26.2156  4.6185  -14.4253
H  -30.2478  6.6184  -7.9098
H  -32.2148  5.2563  -10.3633
H  -27.3995  17.6141  -9.2664
O  -27.2135  6.1048  -15.3955
H  -28.7393  8.9817  -15.1442
O  -23.8616  11.8013  -13.5311
C  -30.1717  10.7296  -7.7298
H  -25.3284  13.8898  -11.7406
C  -26.1966  10.3006  -4.4844
C  -26.9611  15.7361  -8.3363
C  -34.7727  11.6126  -8.8902
H  -30.0235  7.2631  -17.9223
O  -21.7016  11.8005  -5.1592
C  -28.4068  7.6776  -16.7594
H  -31.0473  12.9776  -9.6110
H  -29.8081  14.1941  -9.1907
H  -25.4562  14.1687  -7.1503
C  -29.7673  16.8101  -7.1260
H  -26.2173  14.1546  -18.0901
H  -29.4799  13.0070  -6.6703
C  -31.0067  3.4723  -11.8621
H  -26.3767  15.9243  -10.9354
H  -22.8931  2.6686  -11.1214
C  -26.0771  15.8316  -11.9891
H  -33.2070  19.0080  -10.7140
N  -29.7042  7.9781  -17.2683
H  -29.8632  9.0137  -8.7707
H  -24.9543  11.8498  -17.9037
H  -36.0129  18.5557  -10.7597
H  -34.6685  10.7388  -6.9678
C  -35.5251  19.0751  -11.5822
H  -25.9766  14.6198  -16.4149
H  -30.2991  15.7330  -15.0124
H  -26.5572  8.2922  -8.0204
C  -26.5693  14.8341  -17.3022
H  -31.5325  16.6319  -10.0180
H  -20.7779  6.4058  -10.4629
H  -31.3155  8.8362  -6.3308
H  -29.0142  6.8497  -14.9088
H  -27.3672  12.8914  -12.6886
H  -25.4235  8.9149  -11.4610
C  -24.5989  11.1745  -14.5912
H  -27.8189  9.8359  -16.4446
H  -33.5642  11.7859  -12.7329
H  -23.3411  16.1806  -11.9011
H  -23.7735  10.4185  -5.7895
H  -32.5949  6.7525  -5.9399
H  -30.1766  8.1167  -11.0227
C  -34.0740  10.7484  -7.8694
O  -25.0242  7.2134  -10.4369
C  -26.2508  9.3452  -5.6400
H  -24.0282  15.5261  -10.3744
H  -26.7157  13.5861  -5.9505
H  -30.4179  15.2508  -16.7411
H  -35.0475  10.9149  -12.5327
O  -26.7086  10.0385  -6.7893
H  -30.3708  12.7879  -5.1794
H  -31.7251  4.0163  -12.4640
H  -30.5057  11.1691  -15.6064
H  -30.1154  3.2694  -12.4677
H  -32.6001  6.2512  -7.5951
H  -33.5985  9.3764  -15.4140
C  -32.5910  4.0824  -6.1569
H  -19.7706  12.3698  -5.0727
H  -32.1440  15.1845  -12.4839
C  -23.9168  11.0709  -4.9369
C  -34.6153  11.9097  -12.4368
H  -30.5544  11.3330  -11.2374
H  -33.9380  10.4662  -10.5470
H  -27.2034  15.0517  -9.1487
H  -35.0853  20.0100  -11.2448
H  -31.8943  9.1022  -15.6420
O  -34.7471  12.3386  -11.1202
C  -30.3235  13.6830  -10.0039
H  -27.3544  17.5773  -7.3830
H  -31.2466  12.8386  -6.7313
C  -29.9809  12.1334  -11.7010
H  -22.5767  10.8345  -16.4809
O  -31.8998  16.0537  -7.9943
O  -27.2561  15.1858  -7.0597
H  -20.9131  13.5724  -5.8581
H  -30.6972  8.1346  -12.7820
O  -27.9571  14.6229  -17.0882
C  -23.7847  15.3076  -11.4062
C  -31.3630  11.6716  -15.1278

Mulliken population analysis, charges in e, atoms 1 to 99: 0.259, -0.663, 0.722, 0.007, 0.554, -0.361, 0.133, -0.574, -0.422, -0.428, 0.291, -0.751, 0.254, 0.444, 0.323, -1.391, -1.126, -0.224, 0.347, -0.409, 0.998, 0.023, 0.337, 0.253, -0.718, 0.365, -0.449, 0.306, 0.709, 0.444, 0.259, 0.636, 0.032, -0.378, -0.030, 0.564, -0.277, 0.288, 0.364, 0.299, -0.714, 0.378, 0.319, -0.146, 0.409, -0.201, 0.221, -1.286, 0.315, -0.570, 0.238, 0.026, -0.372, 0.390, 0.292, 0.251, -0.466, -0.569, -0.425, -0.267, 0.286, 0.369, -0.370, -0.657, 0.018, 0.469, -0.529, -0.347, 0.705, 0.416, 0.903, 0.295, 0.049, -0.384, 0.046, -0.544, -0.718, 0.430, 0.447, 0.385, -0.549, 0.275, -0.038, 0.047, -0.021, 0.480, 0.411, 0.033, -0.720, -0.952, -0.204, 0.097, 0.502, 0.304, 0.578, -0.831, -0.001, -0.849, 0.296